# 1
{
  "formula": "C3H7O6P",
  "method": "wB97M-V/def2-TZVPD",
  "lumo_energy_ha": 0.0167,
  "e_above_lowest_ev": 0.0000,
  "orbital_gap_ev": 11.2,
  "smiles": "C[C@@H]1OC1=O.O=P(O)(O)O",
  "species": ["H", "H", "P", "C", "O", "O", "H", "O", "H", "C", "H", "H", "O", "H", "O", "O", "C"],
  "positions_angstrom": [[0.513, 0.482, 0.821], [-0.015, -2.694, 0.379], [1.233, 1.824, -0.680], [-1.974, -1.351, 1.646], [-1.130, -0.399, 1.305], [1.368, 0.709, 0.443], [0.812, 3.853, -0.245], [2.614, 1.676, -1.446], [0.035, -1.633, -1.041], [-1.644, -1.304, 0.237], [3.329, 1.634, -0.810], [-2.304, -0.775, -0.443], [1.378, 3.195, 0.152], [-1.121, -2.972, -0.975], [0.052, 1.779, -1.533], [-2.528, -1.815, 2.575], [-0.618, -2.209, -0.386]],
  "atomic_forces_ev_per_a": [[-0.39, -0.18, 0.39], [0.01, -0.04, 0.00], [0.08, 0.21, 0.38], [-0.63, -0.86, -0.93], [0.86, 1.21, 0.75], [0.35, 0.31, -0.43], [-0.31, 0.49, -0.16], [-0.41, -0.05, -0.07], [0.00, 0.01, -0.07], [-0.15, -0.60, -0.68], [0.53, -0.02, 0.11], [-0.01, 0.00, 0.04], [0.18, -0.75, -0.02], [-0.05, -0.06, -0.06], [-0.06, -0.08, -0.11], [0.06, 0.19, 0.63], [-0.06, 0.23, 0.20]],
  "mulliken_charge": [0.416, 0.327, 1.012, 0.485, -0.472, -0.413, 0.331, -0.486, 0.258, 0.225, 0.326, 0.315, -0.479, 0.351, -0.609, -0.506, -1.083]
}

---

# 2
{
  "formula": "C26H46BaBrN2O6P",
  "method": "wB97M-V/def2-TZVPD",
  "lumo_energy_ha": 0.0041,
  "e_above_lowest_ev": 0.0758,
  "orbital_gap_ev": 6.9,
  "species": ["C", "H", "H", "C", "H", "C", "H", "C", "C", "H", "C", "H", "H", "C", "C", "H", "O", "H", "H", "C", "C", "N", "H", "C", "H", "H", "C", "H", "H", "C", "C", "C", "H", "H", "C", "H", "H", "H", "H", "C", "Ba", "O", "O", "H", "H", "N", "C", "H", "C", "H", "H", "C", "H", "H", "H", "H", "C", "P", "C", "H", "H", "H", "H", "H", "H", "H", "C", "H", "Br", "H", "C", "H", "H", "C", "H", "H", "H", "H", "H", "O", "O", "C", "O"],
  "positions_angstrom": [[0.386, -1.038, -4.671], [0.640, -3.421, 2.284], [0.497, 1.329, 4.376], [0.647, 2.667, 2.633], [-2.642, 2.935, 4.069], [-2.541, 4.419, 1.864], [-0.570, -4.881, -2.513], [1.152, 1.527, 3.529], [-0.680, 4.451, 0.215], [1.647, 3.826, 1.043], [4.077, -0.493, -5.460], [-1.692, -2.270, -3.650], [5.534, 0.324, -4.078], [-1.726, 3.556, 0.896], [-3.406, 1.022, 2.152], [-2.916, 5.293, 1.322], [0.108, -1.889, -5.521], [-1.397, 1.931, 4.812], [-0.036, 3.866, -0.443], [-1.734, -3.084, -2.931], [-1.545, -0.221, 3.114], [-0.389, 1.044, 0.522], [-2.614, -3.706, -3.130], [-2.289, 1.912, 4.187], [-0.060, 4.996, 0.924], [3.163, -2.311, -2.261], [1.799, 2.940, 1.653], [1.272, 0.609, 2.951], [1.123, -1.781, 1.803], [2.808, -3.115, -1.619], [-2.050, 1.207, 2.849], [-0.479, -3.929, -3.053], [-2.329, -0.775, 3.642], [3.664, -3.742, -1.347], [3.558, 0.151, -3.253], [-1.202, 5.193, -0.396], [-2.077, 2.449, -0.935], [-4.022, 0.354, 2.762], [2.720, 3.087, 2.227], [-2.196, -3.283, -0.561], [0.232, -0.491, -1.272], [-0.374, -0.447, -3.857], [-1.858, -2.453, -1.656], [-1.321, -4.303, 1.108], [-0.304, -4.138, -4.113], [2.289, -0.165, -3.387], [-2.640, 3.076, -0.242], [-0.373, 3.777, 4.231], [-0.984, -3.736, 0.231], [-3.502, 2.512, 0.102], [2.198, -4.234, -3.340], [1.782, -3.954, -2.364], [-3.957, 1.953, 2.040], [-1.950, 4.785, 2.702], [1.555, -4.888, -1.829], [-0.651, -0.254, 3.731], [4.510, 0.028, -4.249], [-0.842, 2.030, 1.617], [2.751, -0.859, -5.617], [1.766, -4.350, 0.266], [2.366, -1.291, -6.529], [-3.010, 3.951, -0.784], [-1.330, -0.722, 2.169], [1.351, 4.098, 4.077], [-2.762, -4.160, -0.895], [2.900, -3.423, 1.256], [2.009, -3.345, 0.623], [-0.340, -4.382, -0.372], [4.060, 0.794, -1.530], [4.781, -0.613, -6.274], [0.434, 3.905, 3.510], [-3.057, 1.362, 4.742], [-3.408, 3.895, 2.263], [0.861, -2.773, 1.429], [1.929, 2.086, 0.986], [2.130, 1.805, 3.933], [-3.278, 0.565, 1.170], [0.227, 4.799, 2.924], [-2.835, -2.687, 0.094], [0.606, -3.194, -2.507], [2.261, -2.477, -0.472], [1.874, -0.665, -4.560], [-0.294, -2.570, 0.636]],
  "atomic_forces_ev_per_a": [[0.09, -0.01, -0.02], [0.01, -0.01, 0.00], [0.00, 0.00, 0.00], [-0.01, 0.01, 0.01], [0.00, 0.00, 0.00], [0.00, 0.00, 0.00], [-0.01, 0.00, 0.00], [-0.01, 0.00, -0.01], [0.00, 0.00, 0.01], [0.00, 0.00, 0.00], [0.01, 0.00, -0.01], [-0.01, -0.01, 0.00], [0.00, 0.00, 0.00], [0.01, 0.00, -0.02], [0.00, 0.00, 0.00], [0.00, 0.00, 0.00], [-0.02, 0.00, 0.03], [0.00, 0.00, 0.00], [0.00, 0.00, -0.01], [0.04, 0.05, 0.02], [0.00, -0.01, -0.01], [0.02, 0.00, -0.02], [0.00, -0.01, -0.01], [0.00, -0.01, 0.01], [0.00, 0.00, 0.00], [0.00, 0.00, 0.00], [0.00, -0.01, -0.01], [0.00, 0.00, 0.01], [0.01, -0.01, 0.02], [-0.04, -0.03, 0.00], [0.01, -0.01, -0.03], [0.02, 0.00, -0.01], [0.00, 0.00, 0.00], [0.02, 0.02, 0.00], [0.00, 0.00, -0.03], [0.00, 0.00, 0.00], [0.00, 0.00, 0.00], [0.00, 0.00, 0.00], [0.00, 0.00, 0.00], [0.01, -0.04, 0.00], [-0.10, 0.01, -0.10], [0.02, 0.00, 0.05], [-0.06, -0.02, 0.01], [0.02, 0.00, 0.01], [0.00, -0.01, 0.00], [-0.04, 0.01, 0.02], [0.01, 0.00, -0.01], [0.00, 0.00, 0.00], [-0.03, 0.01, -0.01], [0.00, 0.00, 0.00], [-0.01, 0.00, 0.00], [0.04, -0.01, -0.01], [0.00, 0.00, 0.00], [0.00, 0.00, 0.00], [0.00, 0.01, 0.02], [0.00, 0.00, 0.01], [-0.01, 0.00, 0.01], [0.07, -0.03, 0.05], [-0.02, 0.00, 0.01], [0.00, 0.00, 0.01], [0.01, 0.00, 0.00], [0.00, 0.00, 0.00], [0.00, 0.01, 0.00], [0.00, 0.00, 0.00], [-0.01, 0.01, -0.01], [0.00, 0.00, 0.00], [-0.01, 0.00, 0.01], [0.01, 0.01, 0.00], [0.00, 0.00, 0.00], [0.00, 0.00, 0.00], [0.00, -0.01, -0.01], [0.00, 0.00, 0.00], [0.00, 0.00, 0.00], [0.00, 0.07, -0.07], [0.00, 0.00, 0.00], [0.00, 0.00, 0.00], [0.00, 0.00, 0.00], [-0.01, 0.00, 0.00], [0.00, 0.01, 0.00], [0.04, 0.02, -0.02], [0.04, -0.05, 0.00], [-0.02, 0.03, 0.05], [-0.06, 0.00, 0.03]],
  "mulliken_charge": [0.200, 0.465, 0.284, 2.345, 0.268, -1.868, 0.558, -1.891, -1.966, 0.271, -0.384, 0.200, 0.437, 2.116, -2.076, 0.522, -0.765, 0.295, 0.235, -0.651, -2.199, -0.512, 0.456, -1.979, 0.289, -0.013, -2.016, 0.084, -0.396, -0.356, 2.592, -0.925, 0.560, 0.355, -0.002, 0.627, 0.222, 0.607, 0.541, -0.944, 1.349, -0.745, -0.099, 0.431, 0.386, 0.308, -1.810, 0.270, -0.265, 0.299, 0.365, -0.818, 0.329, 0.254, 0.430, 0.278, -0.522, 0.389, -0.651, 0.313, 0.507, 0.523, 0.322, 0.529, 0.424, 0.459, -0.499, 0.126, -0.114, 0.419, -1.951, 0.526, 0.264, -0.337, 0.297, 0.658, 0.263, 0.269, 0.384, 0.276, -0.043, 0.419, 0.202]
}

---

# 3
{
  "formula": "C4H4S2",
  "method": "wB97M-V/def2-TZVPD",
  "lumo_energy_ha": -0.0116,
  "e_above_lowest_ev": 1.6758,
  "orbital_gap_ev": 8.5,
  "species": ["C", "H", "C", "H", "C", "S", "C", "H", "H", "S"],
  "positions_angstrom": [[-1.712, 0.045, -0.195], [-0.725, -1.829, 0.431], [-0.766, -0.768, 0.280], [-2.706, -0.076, -0.575], [1.523, 0.191, -0.493], [3.054, 0.060, -0.034], [0.300, 0.238, 0.557], [0.676, 0.357, 1.565], [1.207, 0.205, -1.528], [-0.851, 1.576, -0.008]],
  "atomic_forces_ev_per_a": [[0.15, 0.12, 0.11], [-0.05, -0.26, -0.03], [-0.13, 0.12, -0.12], [-0.27, -0.19, -0.11], [-1.48, -0.31, 2.06], [-0.14, 0.10, -0.14], [1.98, 0.42, -1.80], [0.03, -0.02, 0.11], [-0.11, 0.03, -0.20], [0.02, -0.02, 0.13]],
  "mulliken_charge": [-0.243, 0.357, -0.639, 0.393, -0.265, -0.225, 0.004, 0.467, 0.316, -0.163]
}